[1]
66
Properties=species:S:1:pos:R:3:forces:R:3 method="wB97M-V/def2-TZVPD" lumo_ev=0.486 smiles=CCC[C@H](C)POCC.ClCCCl.ClCCCl.ClCCCl.ClCCCl.ClCCCl charge=0
C 6.8707 -3.7524 1.7702 -0.07 0.05 -0.01
C 6.6506 -2.2886 1.3531 -0.07 -0.07 0.05
C 5.4687 -1.6385 2.0802 0.02 -0.04 0.01
C 4.1112 -2.1046 1.5387 -0.05 0.00 -0.14
C 3.7461 -1.4262 0.2135 -0.07 -0.07 0.09
P 2.8232 -1.9210 2.8472 0.03 -0.11 -0.04
O 1.4709 -2.4084 2.0339 -0.07 0.10 -0.03
C 0.7757 -3.5489 2.5384 -0.14 -0.16 -0.06
C 1.2590 -4.8421 1.9072 -0.06 -0.02 0.05
H 7.0559 -4.3998 0.9136 0.07 0.00 0.01
H 7.7157 -3.8484 2.4516 -0.01 -0.01 0.02
H 5.9947 -4.1495 2.2881 0.00 -0.01 -0.03
H 6.4805 -2.2343 0.2757 0.02 0.06 0.00
H 7.5521 -1.7090 1.5572 0.02 0.00 -0.07
H 5.5510 -1.8798 3.1460 0.01 0.08 0.02
H 5.5314 -0.5501 1.9908 -0.03 0.01 0.03
H 4.1519 -3.1879 1.3694 0.11 -0.01 0.05
H 3.0429 -2.0324 -0.3563 -0.02 0.03 0.00
H 3.2711 -0.4587 0.3894 0.08 0.04 0.00
H 4.6323 -1.2604 -0.4021 -0.01 -0.05 -0.04
H 2.6374 -0.5253 2.6584 0.02 0.03 0.03
H -0.2771 -3.3970 2.2963 -0.03 0.00 0.06
H 0.8637 -3.6000 3.6277 0.08 0.08 0.00
H 2.3480 -4.9088 1.9302 0.01 0.00 0.04
H 0.9210 -4.9285 0.8744 0.08 0.06 -0.03
H 0.8579 -5.6906 2.4648 -0.01 -0.02 -0.04
Cl -2.7708 -3.4663 -0.0466 0.00 -0.01 0.01
C -3.2099 -1.7780 0.3222 -0.02 -0.06 0.00
C -2.6333 -1.3129 1.6337 0.03 0.04 0.00
Cl -3.3757 -2.1536 3.0237 0.03 0.00 0.01
H -4.2965 -1.7204 0.3293 0.01 -0.01 0.01
H -2.8229 -1.1588 -0.4820 0.05 0.02 -0.02
H -2.8298 -0.2500 1.7602 -0.01 0.01 -0.01
H -1.5603 -1.4864 1.6773 0.00 -0.01 0.00
Cl -4.3428 -5.9708 -2.5540 0.00 0.01 0.00
C -3.4068 -7.4872 -2.5759 0.00 -0.01 -0.02
C -3.1239 -8.0008 -1.1871 0.00 -0.04 0.01
Cl -1.9897 -6.9524 -0.2971 0.02 0.01 0.00
H -2.4852 -7.2956 -3.1193 0.00 0.01 0.01
H -3.9989 -8.2218 -3.1188 0.00 0.00 0.00
H -2.6626 -8.9847 -1.2535 0.00 0.00 0.00
H -4.0350 -8.0702 -0.5987 0.00 0.02 0.00
Cl -5.6929 4.0731 -0.7088 -0.02 -0.01 0.04
C -5.6329 2.6660 -1.7989 -0.01 0.02 -0.04
C -5.0373 1.4535 -1.1319 -0.02 -0.06 0.01
Cl -3.2949 1.6567 -0.7881 0.01 0.04 0.01
H -5.0658 2.9583 -2.6792 0.02 0.00 0.01
H -6.6578 2.4425 -2.0900 0.00 0.01 0.00
H -5.1300 0.5920 -1.7912 0.01 0.01 0.00
H -5.5309 1.2406 -0.1871 0.01 0.01 0.00
Cl 0.1813 5.5368 -1.9500 0.00 0.02 -0.01
C -0.9774 5.8913 -0.6390 0.01 -0.02 0.03
C -2.3713 5.4301 -0.9756 -0.06 -0.02 0.03
Cl -3.1437 6.4338 -2.2333 0.04 -0.05 -0.04
H -0.9416 6.9604 -0.4448 0.00 0.01 -0.04
H -0.6285 5.3499 0.2389 0.00 0.02 0.01
H -3.0057 5.4967 -0.0940 0.02 0.00 0.02
H -2.3687 4.4026 -1.3283 -0.02 0.01 -0.01
Cl -0.9564 9.0207 -2.7613 -0.01 0.04 -0.02
C 0.1490 10.3902 -3.0332 0.02 0.01 0.00
C 0.8902 10.7786 -1.7786 0.03 -0.01 0.00
Cl -0.1921 11.4765 -0.5438 0.00 0.00 0.00
H -0.4391 11.2196 -3.4175 -0.01 0.00 0.02
H 0.8674 10.0783 -3.7897 -0.01 -0.01 0.00
H 1.6361 11.5358 -2.0130 -0.01 0.01 0.00
H 1.3807 9.9173 -1.3325 -0.01 0.00 0.00



[2]
37
Properties=species:S:1:pos:R:3:forces:R:3 method="wB97M-V/def2-TZVPD" lumo_ev=-2.626 de_lowest_kj_mol=0.0 charge=+1
K -0.9989 0.0992 0.7153 0.28 -0.08 -0.11
C -2.5810 2.5311 -1.5279 0.13 0.13 -0.18
O -1.2474 2.2272 -1.1472 0.12 -0.28 -0.22
C -0.3657 2.0333 -2.2759 -0.64 0.39 0.71
C 0.9791 1.6418 -1.7277 0.61 -0.04 -0.82
N 1.0210 0.2223 -1.3525 0.09 0.29 0.28
C 2.2534 -0.1079 -0.6269 0.04 0.01 -0.37
C 2.3568 -1.5953 -0.3981 0.00 0.23 0.29
O 1.3070 -2.0139 0.4566 -0.14 0.28 -0.04
C 1.3350 -3.4082 0.6548 -0.03 -0.32 0.17
H -3.1047 1.6519 -1.9202 0.04 -0.02 0.02
H -2.5983 3.3064 -2.2992 -0.01 0.02 0.04
H -3.0963 2.9096 -0.6478 -0.03 -0.05 0.01
H -0.3035 2.9734 -2.8327 0.03 -0.02 -0.01
H -0.8008 1.2729 -2.9330 0.17 -0.09 -0.06
H 1.2448 2.2944 -0.8958 -0.23 -0.20 0.29
H 1.7483 1.8638 -2.4903 -0.17 -0.06 0.05
H 1.0614 -0.3038 -2.2206 -0.25 -0.07 0.03
H 2.2706 0.4342 0.3188 -0.04 0.01 0.05
H 3.1365 0.2044 -1.2039 0.05 0.01 0.14
H 3.3185 -1.8191 0.0801 0.01 -0.08 -0.16
H 2.2996 -2.1241 -1.3578 0.04 -0.10 0.02
H 0.6009 -3.6536 1.4210 0.00 0.02 -0.04
H 2.3185 -3.7393 1.0069 -0.03 0.02 -0.05
H 1.0867 -3.9469 -0.2672 0.04 0.02 0.03
C -2.6316 -3.4356 1.3713 -0.06 0.15 -0.14
O -2.8155 -2.0757 0.9498 0.10 0.24 -0.08
H -1.8034 -3.8883 0.8261 0.02 -0.06 0.04
H -2.4174 -3.4141 2.4354 0.05 -0.08 0.04
H -3.5333 -4.0194 1.2000 -0.02 -0.04 0.07
H -3.4707 -2.0521 0.2476 -0.04 -0.10 0.02
C 0.4063 2.9939 2.7809 -0.10 -0.29 -0.03
O 0.9034 1.8397 2.0830 -0.31 -0.32 0.00
H 1.1353 3.7971 2.7282 -0.04 0.14 0.04
H -0.5270 3.2875 2.3037 0.09 0.16 -0.07
H 0.1839 2.7470 3.8187 0.07 0.11 0.05
H 1.3283 1.2660 2.7264 0.20 0.07 -0.01



[3]
11
Properties=species:S:1:pos:R:3:forces:R:3 method="wB97M-V/def2-TZVPD" lumo_ev="-6.558 / -10.642" multiplicity=2 de_lowest_kj_mol=0.0 charge=+2
C -0.2054 -0.3679 -0.9248 0.71 0.74 1.45
C 0.0834 -1.6186 -1.1943 -0.65 0.87 -0.74
H -0.4330 -1.8507 -2.1452 0.55 -0.82 0.71
H -0.8569 0.3303 -1.4525 0.29 -0.25 0.22
H 0.7280 -2.2697 -0.6028 -0.32 0.09 -0.41
C -0.1686 1.0262 1.0866 -0.46 -0.28 -0.92
O 0.5210 0.3305 0.2184 -0.26 -0.34 -0.85
O 0.3252 2.1580 1.4289 0.47 0.08 0.23
Rb 4.0043 0.2894 -0.5730 0.15 0.02 -0.05
O -1.2599 0.7245 1.5472 -0.58 0.00 0.44
Li -2.7379 1.2479 2.6114 0.09 -0.10 -0.07



[4]
16
Properties=species:S:1:pos:R:3:forces:R:3 method="wB97M-V/def2-TZVPD" lumo_ev="-2.886 / -7.322" multiplicity=3 de_lowest_kj_mol=224.3 charge=+1
C 1.9547 0.0236 -0.0271 -0.93 1.32 2.13
C -2.2985 0.8469 -0.1565 1.41 1.56 3.02
C -1.0638 0.0284 0.2797 -0.44 1.26 -3.84
N 1.6297 -1.2104 -0.1196 2.68 -2.26 -0.44
N 3.0480 0.7400 -0.0329 -2.60 -3.43 -0.45
O -0.9820 -1.1691 -0.5160 0.09 1.02 0.74
S 0.3006 1.1471 -0.2290 -1.88 2.50 -1.00
H -2.3620 0.8706 -1.2040 0.11 0.32 -1.39
H -3.2063 0.4443 0.2337 -0.65 -0.39 0.43
H -2.0970 1.8954 0.3245 -0.90 -1.73 -1.18
H -0.9345 -0.0849 1.3049 -0.01 -0.64 2.00
H 2.3928 -1.8926 -0.1123 -0.53 -0.34 -0.50
H 0.6811 -1.4808 -0.3743 -0.02 -0.07 0.24
H 3.7786 0.1851 -0.3097 3.46 -0.06 -0.65
H 2.9413 1.6578 0.2427 0.77 2.40 0.54
H -1.2748 -1.8190 0.1024 -0.58 -1.47 0.34



[5]
14
Properties=species:S:1:pos:R:3:forces:R:3 method="wB97M-V/def2-TZVPD" lumo_ev=0.837 de_lowest_kj_mol=226.8 charge=0
C 1.3717 1.0867 -1.3482 -0.03 0.09 -0.08
N 1.2156 0.1750 -0.2139 0.17 -0.09 -0.04
C -0.0966 -0.6328 -0.2466 -0.06 -0.02 0.01
O -0.4308 -1.3411 -1.1724 0.11 0.19 0.28
N -0.5551 -0.2213 0.9224 -0.05 -0.11 -0.10
C -1.8258 -0.6723 1.4478 -0.16 -0.07 0.04
H 1.3091 0.5229 -2.2840 0.03 0.12 0.09
H 2.3247 1.6186 -1.2864 -0.14 -0.12 -0.01
H 0.5577 1.8143 -1.3164 0.08 -0.07 -0.04
H 2.0194 -0.4456 -0.1256 -0.17 0.07 0.00
H 0.6089 0.4723 0.8519 0.01 -0.06 -0.03
H -1.6908 -1.2100 2.3947 0.01 0.11 -0.17
H -2.4886 0.1804 1.6390 0.12 -0.14 -0.04
H -2.3193 -1.3471 0.7376 0.08 0.12 0.09



Number 1: largest force on an atom 0.22 eV/A, DFT total energy -5688.461971 hartree. Number 2: largest force on an atom 1.03 eV/A, DFT total energy -1274.049668 hartree. Number 3: largest force on an atom 1.77 eV/A, DFT total energy -372.864959 hartree. Number 4: largest force on an atom 4.33 eV/A, DFT total energy -702.213342 hartree. Number 5: largest force on an atom 0.35 eV/A, DFT total energy -303.805746 hartree.